[1]
Molecular formula: C29H35BrN4O4SSiSr
Method: DFT, ωB97M-V with the def2-TZVPD basis set

Cartesian coordinates (Å):
Sr  -0.356  -0.820  0.438
C  2.566  -2.942  0.949
O  1.151  -3.083  0.975
C  0.729  -4.154  1.793
C  -0.781  -4.081  1.903
O  -1.251  -2.766  2.139
C  -1.202  -2.283  3.481
C  0.127  -1.644  3.843
O  0.501  -0.647  2.900
C  0.389  0.697  3.376
H  3.031  -3.811  0.474
H  2.798  -2.046  0.381
H  2.953  -2.831  1.966
H  1.014  -5.118  1.351
H  1.213  -4.092  2.773
H  -1.235  -4.383  0.957
H  -1.137  -4.766  2.679
H  -1.993  -1.535  3.533
H  -1.427  -3.097  4.179
H  0.035  -1.208  4.842
H  0.938  -2.373  3.879
H  1.007  0.832  4.266
H  0.756  1.339  2.577
H  -0.654  0.944  3.596
Br  -1.336  0.507  -7.052
C  0.486  0.357  -6.567
C  1.269  -0.623  -7.151
C  2.602  -0.727  -6.784
C  3.130  0.112  -5.815
C  2.345  1.120  -5.263
C  1.019  1.243  -5.641
N  4.541  -0.016  -5.537
N  4.990  -0.008  -4.380
C  4.135  -0.012  -3.234
C  4.395  0.943  -2.278
C  3.572  1.130  -1.168
C  2.459  0.315  -0.931
O  1.674  0.464  0.069
C  2.240  -0.764  -1.896
N  1.193  -1.602  -1.656
C  0.993  -2.624  -2.451
C  1.827  -2.926  -3.541
C  2.867  -2.085  -3.815
C  3.086  -0.940  -3.015
H  0.847  -1.289  -7.891
H  3.244  -1.468  -7.244
H  2.762  1.801  -4.534
H  0.401  2.021  -5.214
H  5.247  1.593  -2.438
H  3.785  1.913  -0.452
H  0.147  -3.265  -2.220
H  1.643  -3.806  -4.142
H  3.538  -2.302  -4.636
C  -3.911  1.622  4.622
Si  -4.294  2.691  3.128
C  -4.583  4.452  3.726
C  -5.869  2.149  2.277
C  -2.796  2.726  1.979
C  -2.101  3.910  1.778
C  -0.969  3.964  0.963
C  -0.570  2.792  0.358
N  -1.222  1.639  0.516
C  -2.313  1.577  1.307
S  -3.044  0.005  1.489
H  -4.716  1.674  5.359
H  -2.991  1.963  5.105
H  -3.776  0.583  4.322
H  -5.461  4.478  4.376
H  -4.775  5.131  2.892
H  -3.742  4.848  4.300
H  -6.699  2.205  2.987
H  -5.798  1.132  1.895
H  -6.101  2.814  1.442
H  -2.434  4.819  2.267
H  -0.420  4.882  0.808
H  0.313  2.745  -0.269

Values from the calculation:
Max |F|, eV/Å: 0.24
HOMO, eV: -7.08
Electronic energy, Eh: -4938.5603

---

[2]
Molecular formula: C3H4N2O
Method: DFT, ωB97M-V with the def2-TZVPD basis set

Cartesian coordinates (Å):
N  1.981  -0.132  -0.424
C  1.134  -0.072  0.502
O  0.120  0.847  0.525
C  -0.929  0.686  -0.403
C  -1.721  -0.508  -0.026
N  -2.245  -1.462  0.364
H  2.647  -0.876  -0.215
H  1.117  -0.681  1.405
H  -0.569  0.614  -1.438
H  -1.536  1.584  -0.289

Values from the calculation:
SMILES string: [H]/N=C/OCC#N
Max |F|, eV/Å: 1.18
HOMO, eV: -11.09
ΔE to the lowest compared entry with this formula, charge and spin, eV: 1.849
Electronic energy, Eh: -301.4193

---

[3]
Molecular formula: C76H162F9N2O6P3
Method: DFT, ωB97M-V with the def2-TZVPD basis set

Cartesian coordinates (Å):
C  -22.080  -29.067  0.551
C  -21.444  -28.703  1.879
C  -21.139  -27.152  1.929
N  -19.942  -26.880  2.846
C  -18.821  -27.889  2.614
C  -20.431  -26.858  4.237
C  -21.271  -25.594  4.372
C  -20.637  -24.624  3.275
C  -19.558  -25.434  2.626
H  -22.979  -28.455  0.415
H  -22.477  -30.079  0.502
H  -21.441  -28.844  -0.309
H  -20.532  -29.266  1.938
H  -22.033  -29.048  2.785
H  -22.017  -26.714  2.325
H  -20.824  -26.695  0.992
H  -18.591  -27.954  1.559
H  -18.979  -28.894  2.963
H  -17.957  -27.484  3.126
H  -19.561  -26.751  4.893
H  -20.934  -27.818  4.385
H  -21.154  -25.216  5.372
H  -22.331  -25.862  4.203
H  -20.206  -23.734  3.778
H  -21.303  -24.219  2.490
H  -18.572  -25.218  3.049
H  -19.363  -25.171  1.599
C  -25.329  -25.634  2.395
C  -24.972  -27.019  1.823
C  -26.218  -27.828  1.729
N  -26.032  -29.150  1.146
C  -25.109  -30.006  1.992
C  -25.569  -29.080  -0.257
C  -26.698  -28.480  -1.123
C  -27.935  -28.921  -0.308
C  -27.454  -29.680  0.921
H  -25.876  -25.807  3.301
H  -26.031  -25.155  1.687
H  -24.406  -25.060  2.489
H  -24.242  -27.450  2.526
H  -24.560  -26.857  0.832
H  -26.959  -27.254  1.218
H  -26.623  -28.010  2.776
H  -24.728  -30.838  1.405
H  -25.673  -30.436  2.839
H  -24.265  -29.408  2.359
H  -25.280  -30.080  -0.513
H  -24.709  -28.445  -0.310
H  -26.647  -28.807  -2.188
H  -26.509  -27.396  -1.106
H  -28.604  -29.561  -0.926
H  -28.517  -28.074  0.088
H  -27.529  -30.755  0.791
H  -28.095  -29.433  1.762
C  -15.088  -20.295  7.698
C  -13.962  -20.880  6.907
C  -14.383  -21.082  5.416
C  -14.614  -19.814  4.629
P  -15.758  -19.980  3.226
C  -15.516  -18.600  2.066
C  -14.792  -17.295  2.413
C  -15.518  -16.354  3.461
C  -16.733  -15.684  2.902
C  -15.484  -21.486  2.165
C  -16.627  -21.572  1.083
C  -17.578  -22.792  1.344
C  -18.827  -22.785  0.490
C  -17.401  -19.762  3.975
C  -18.057  -20.983  4.640
C  -19.204  -20.716  5.567
C  -19.720  -21.892  6.395
H  -15.539  -19.388  7.257
H  -14.745  -20.161  8.724
H  -15.877  -21.087  7.769
H  -13.615  -21.823  7.325
H  -13.077  -20.185  6.902
H  -15.297  -21.683  5.454
H  -13.673  -21.743  4.901
H  -13.706  -19.355  4.309
H  -14.999  -19.126  5.353
H  -16.522  -18.331  1.804
H  -15.114  -19.070  1.167
H  -14.615  -16.674  1.510
H  -13.808  -17.549  2.743
H  -14.794  -15.544  3.796
H  -15.806  -16.978  4.310
H  -17.518  -16.296  2.500
H  -16.404  -14.998  2.157
H  -17.258  -15.115  3.691
H  -15.469  -22.398  2.819
H  -14.537  -21.428  1.701
H  -16.086  -21.789  0.147
H  -17.234  -20.697  0.916
H  -17.902  -22.746  2.402
H  -16.978  -23.689  1.279
H  -19.599  -22.072  0.862
H  -19.240  -23.768  0.224
H  -18.587  -22.415  -0.481
H  -18.042  -19.378  3.174
H  -17.320  -19.010  4.763
H  -17.342  -21.655  5.179
H  -18.384  -21.639  3.839
H  -19.881  -20.181  4.957
H  -18.841  -19.980  6.261
H  -19.415  -22.859  5.908
H  -20.769  -21.813  6.628
H  -19.205  -21.877  7.350
C  -17.272  -20.041  11.490
C  -18.186  -20.801  10.612
C  -18.223  -22.294  10.904
C  -19.133  -22.746  12.089
P  -18.793  -24.376  12.661
C  -18.893  -25.568  11.354
C  -20.315  -25.811  10.719
C  -20.564  -27.270  10.264
C  -19.497  -27.780  9.157
C  -17.175  -24.631  13.277
C  -15.945  -24.673  12.355
C  -14.707  -25.145  13.182
C  -13.474  -25.380  12.217
C  -19.887  -24.842  14.016
C  -20.204  -23.764  15.085
C  -20.860  -24.238  16.342
C  -19.941  -25.038  17.226
H  -17.658  -19.974  12.504
H  -17.138  -19.027  11.179
H  -16.269  -20.462  11.393
H  -17.921  -20.533  9.610
H  -19.229  -20.469  10.770
H  -17.184  -22.706  10.832
H  -18.782  -22.664  10.035
H  -20.189  -22.731  11.822
H  -19.034  -22.104  12.973
H  -18.459  -26.509  11.745
H  -18.112  -25.255  10.647
H  -20.371  -25.165  9.852
H  -21.033  -25.439  11.502
H  -21.555  -27.331  9.910
H  -20.550  -27.920  11.162
H  -18.522  -27.373  9.299
H  -19.828  -27.355  8.204
H  -19.532  -28.835  8.933
H  -17.365  -25.613  13.678
H  -16.989  -23.975  14.137
H  -15.886  -23.654  11.965
H  -16.187  -25.334  11.512
H  -14.965  -26.109  13.581
H  -14.496  -24.430  13.976
H  -13.143  -24.441  11.781
H  -13.739  -25.941  11.286
H  -12.736  -25.922  12.816
H  -19.400  -25.753  14.427
H  -20.839  -25.126  13.616
H  -20.836  -23.012  14.690
H  -19.261  -23.333  15.408
H  -21.796  -24.805  16.154
H  -21.093  -23.342  16.900
H  -19.685  -26.025  16.862
H  -20.430  -25.240  18.188
H  -18.986  -24.504  17.359
C  -25.060  -30.553  11.881
C  -25.881  -31.709  11.181
C  -25.684  -31.904  9.698
C  -24.218  -32.266  9.434
P  -23.695  -32.394  7.714
C  -23.943  -30.840  6.826
C  -23.224  -29.589  7.334
C  -23.049  -28.431  6.331
C  -24.246  -27.532  6.270
C  -21.943  -32.657  7.816
C  -21.491  -34.157  7.983
C  -22.200  -34.818  9.104
C  -21.509  -36.156  9.538
C  -24.529  -33.570  6.703
C  -25.936  -33.309  6.163
C  -26.362  -34.503  5.228
C  -26.359  -35.919  5.849
H  -25.447  -30.482  12.891
H  -25.368  -29.615  11.361
H  -24.019  -30.680  11.820
H  -26.979  -31.515  11.359
H  -25.709  -32.670  11.671
H  -26.017  -30.982  9.136
H  -26.352  -32.675  9.318
H  -24.064  -33.244  9.928
H  -23.563  -31.536  9.918
H  -25.008  -30.676  6.656
H  -23.433  -31.121  5.908
H  -22.266  -29.879  7.602
H  -23.724  -29.405  8.297
H  -22.929  -28.838  5.264
H  -22.141  -27.935  6.691
H  -24.326  -26.967  7.265
H  -25.202  -27.926  6.003
H  -23.941  -26.693  5.676
H  -21.584  -32.033  8.641
H  -21.513  -32.223  6.888
H  -20.391  -34.193  8.149
H  -21.577  -34.642  7.012
H  -23.243  -34.960  8.918
H  -22.272  -34.144  9.938
H  -22.096  -36.748  10.253
H  -20.576  -35.899  10.054
H  -21.343  -36.821  8.667
H  -24.338  -34.545  7.171
H  -23.778  -33.577  5.867
H  -25.951  -32.334  5.630
H  -26.702  -33.177  6.943
H  -25.666  -34.615  4.428
H  -27.355  -34.263  4.837
H  -27.197  -36.028  6.533
H  -25.381  -36.115  6.343
H  -26.518  -36.690  5.124
C  -17.469  -25.203  6.136
O  -17.739  -26.623  6.564
O  -18.208  -24.633  5.306
C  -17.504  -24.634  7.571
F  -16.509  -25.104  8.513
F  -17.053  -23.336  7.536
F  -18.683  -24.601  8.237
C  -16.903  -27.511  5.708
C  -15.641  -27.860  6.456
H  -15.939  -28.366  7.366
H  -15.100  -28.516  5.850
H  -14.984  -27.014  6.765
H  -16.666  -26.942  4.778
H  -17.353  -28.430  5.545
H  -16.336  -25.220  5.954
C  -19.312  -27.093  -1.161
O  -19.035  -28.404  -0.496
O  -20.215  -26.380  -0.525
C  -17.958  -26.270  -1.087
F  -18.170  -25.082  -1.711
F  -17.739  -25.915  0.229
F  -16.845  -26.708  -1.552
C  -18.391  -29.305  -1.493
C  -19.533  -29.766  -2.465
H  -19.883  -28.933  -3.158
H  -19.187  -30.701  -2.942
H  -20.417  -29.920  -1.876
H  -18.013  -30.120  -0.938
H  -17.606  -28.855  -2.052
H  -19.465  -27.320  -2.197
C  -20.875  -32.639  4.489
O  -19.376  -32.474  4.123
O  -21.505  -31.672  5.066
C  -21.586  -33.271  3.270
F  -22.855  -33.413  3.589
F  -21.582  -32.249  2.254
F  -21.188  -34.345  2.633
C  -18.949  -31.357  3.350
C  -17.513  -31.548  2.988
H  -16.798  -31.640  3.838
H  -17.330  -32.394  2.354
H  -17.063  -30.692  2.455
H  -19.041  -30.445  3.982
H  -19.552  -31.282  2.434
H  -20.631  -33.550  5.076

Values from the calculation:
Max |F|, eV/Å: 4.30
HOMO, eV: -9.99
Electronic energy, Eh: -5476.0546
Charge: +2

---

[4]
Molecular formula: C17H33BN6NiSi2
Method: DFT, ωB97M-V with the def2-TZVPD basis set

Cartesian coordinates (Å):
H  0.039  3.645  0.595
N  0.546  2.167  -0.860
B  0.945  0.976  -3.078
N  0.838  2.261  -2.223
C  0.687  3.535  -2.630
Ni  0.167  0.410  0.008
H  0.838  3.774  -3.674
C  0.339  4.315  -1.528
H  0.149  5.372  -1.524
C  0.277  3.433  -0.441
H  1.301  1.188  -4.197
C  -2.020  -2.946  0.779
H  -2.312  -2.592  1.769
H  -1.098  -3.538  0.828
H  -2.840  -3.575  0.403
N  -0.497  0.389  -2.955
N  1.811  -0.080  -2.357
N  -0.990  0.059  -1.696
N  1.595  -0.372  -1.010
C  -1.380  0.041  -3.906
C  2.519  -1.082  -2.914
H  -1.153  0.239  -4.948
H  2.772  -1.017  -3.956
C  -2.484  -0.526  -3.283
C  2.796  -2.034  -1.939
C  -2.200  -0.514  -1.913
C  2.251  -1.534  -0.746
H  -3.364  -0.915  -3.760
H  3.303  -2.970  -2.078
H  -2.790  -0.892  -1.091
H  2.289  -1.935  0.262
H  -1.867  -2.098  0.095
C  0.847  2.789  3.011
Si  -0.587  1.589  2.801
C  -1.162  1.310  4.589
C  -2.064  2.396  1.957
C  -0.227  -0.018  1.826
Si  0.750  -1.155  3.024
C  -0.381  -1.908  4.344
C  1.487  -2.758  2.382
C  2.149  -0.250  3.907
H  0.460  3.797  3.218
H  1.490  2.842  2.123
H  1.489  2.516  3.860
H  -1.540  2.266  4.981
H  -1.979  0.580  4.644
H  -0.357  0.995  5.264
H  -1.921  2.555  0.882
H  -2.943  1.749  2.082
H  -2.272  3.367  2.428
H  -1.218  -0.483  1.603
H  -1.235  -2.405  3.866
H  0.214  -2.680  4.855
H  -0.750  -1.207  5.098
H  2.582  -2.638  2.331
H  1.295  -3.575  3.100
H  1.098  -3.094  1.413
H  2.705  0.415  3.237
H  1.807  0.335  4.771
H  2.863  -0.990  4.301

Values from the calculation:
Max |F|, eV/Å: 2.90
HOMO (alpha / beta), eV: -8.40 / -8.26
2S+1: 3
ΔE to the lowest compared entry with this formula, charge and spin, eV: 0.000
Electronic energy, Eh: -3108.3685